Record 1
68
Properties=species:S:1:pos:R:3:forces:R:3:nbo_charge:R:1 method="wB97M-V/def2-TZVPD" gap_ev=9.49 largest_force_ev_per_a=2.1 total_energy_ev=-48957.25401 lumo_ev=0.4 smiles="[H]/N=C(/C)CO[P@@](=O)(O)OCCN(CC)C(C)=O.COCCOC.COCCOC" homo_ha=-0.3335
C 3.8860 -2.4712 0.9082 -0.006 0.536 0.285 -0.6461
C 3.5758 -1.1398 0.1910 -0.572 -0.423 -0.455 -0.2066
N 2.1238 -0.7841 0.1001 0.177 -0.521 0.207 -0.5349
C 1.3968 -1.0980 1.3277 -0.377 0.289 0.521 -0.2623
C 0.1772 -0.1641 1.5534 1.225 0.194 0.442 -0.0932
O -1.0766 -0.8658 1.7328 -0.362 -0.431 -0.590 -0.8163
P -1.8501 -1.1763 0.3836 -0.529 1.089 -0.986 2.5473
O -1.7357 -0.1675 -0.6537 0.821 0.535 -0.664 -1.1116
O -3.3920 -1.2526 0.8308 0.614 -1.143 0.545 -0.9768
O -1.3746 -2.5850 -0.2089 -0.918 0.089 1.273 -0.7815
C -1.7548 -3.7454 0.5573 0.442 -1.334 -0.431 -0.1579
C -0.5464 -4.4009 1.2243 0.446 -0.520 -0.373 0.2949
C 0.1975 -5.4812 0.4674 -0.656 -0.073 -0.212 -0.6776
N -0.1442 -4.1132 2.3825 -0.472 0.613 0.613 -0.5937
C 1.6157 -1.5194 -1.0401 -0.554 1.801 -1.031 0.7517
C 1.3026 -0.6794 -2.2732 1.375 0.058 0.484 -0.7309
O 1.4725 -2.6965 -1.0712 -0.186 -1.663 0.558 -0.5695
H 3.0712 -3.1898 0.8435 -0.007 0.069 -0.299 0.2320
H 4.0405 -2.2894 1.9738 0.240 -0.142 -0.056 0.2057
H 4.7745 -2.9141 0.4578 0.049 -0.031 0.253 0.2174
H 3.9026 -1.2659 -0.8465 0.140 0.342 0.067 0.1961
H 4.0956 -0.2788 0.6132 0.109 -0.178 0.108 0.2012
H 2.0668 -0.9219 2.1718 0.110 -0.044 -0.136 0.2068
H 1.0854 -2.1444 1.4126 0.019 0.046 -0.147 0.2166
H 0.1531 0.5925 0.7686 -0.462 -0.265 -0.145 0.2276
H 0.3436 0.3727 2.4869 -0.318 -0.089 0.056 0.1982
H -3.8832 -1.7091 0.1301 -0.108 0.253 0.153 0.5091
H -2.5563 -3.5762 1.2817 0.222 0.401 0.043 0.2017
H -2.1369 -4.4752 -0.1620 -0.127 0.243 -0.062 0.1989
H -0.4808 -5.9014 -0.2800 0.337 0.009 -0.206 0.2047
H 1.0952 -5.0874 -0.0088 -0.132 0.089 -0.120 0.2575
H 0.4819 -6.2997 1.1276 0.053 0.215 0.180 0.2342
H -0.7633 -3.3860 2.7593 0.280 -0.020 0.236 0.3296
H 1.8409 0.2655 -2.1831 -0.340 0.131 -0.076 0.2283
H 0.2335 -0.5133 -2.3887 -0.003 -0.098 0.051 0.2712
H 1.7549 -1.2100 -3.1128 -0.485 -0.023 -0.194 0.2270
C 4.3494 1.6051 -4.1358 -0.069 -0.096 -0.001 -0.2552
O 2.9747 1.9479 -4.1298 0.217 0.119 -0.023 -0.5534
C 2.7267 3.2094 -3.5238 -0.370 -0.203 -0.087 -0.0906
C 2.5030 4.2914 -4.5593 0.254 0.257 0.159 -0.0890
O 3.6822 4.5514 -5.3077 -0.050 -0.207 -0.070 -0.5517
C 3.6699 3.9410 -6.5870 0.013 0.120 -0.003 -0.2549
H 4.4813 0.7613 -4.8123 -0.065 -0.018 0.028 0.1900
H 4.9718 2.4328 -4.4835 -0.001 0.012 0.029 0.1817
H 4.6687 1.3047 -3.1313 0.085 0.032 -0.007 0.1652
H 3.5439 3.4829 -2.8495 0.030 0.036 -0.048 0.1755
H 1.8162 3.1033 -2.9254 0.012 0.040 0.026 0.1882
H 2.2394 5.2203 -4.0440 -0.043 -0.021 0.011 0.1848
H 1.6730 4.0273 -5.2215 0.014 -0.073 0.013 0.1762
H 2.9983 4.4887 -7.2570 -0.020 -0.088 -0.052 0.1673
H 3.3596 2.8950 -6.5346 -0.023 0.003 0.007 0.1790
H 4.6800 3.9880 -6.9915 0.006 0.059 0.046 0.1895
C -5.9094 2.0367 5.5536 -0.073 -0.044 -0.014 -0.2543
O -6.2699 1.5846 4.2603 0.165 0.093 0.084 -0.5527
C -5.8087 2.4431 3.2255 -0.205 -0.299 -0.116 -0.0885
C -4.5683 1.8923 2.5533 0.195 0.322 0.008 -0.0912
O -3.4573 1.8763 3.4387 -0.128 -0.115 0.129 -0.5536
C -3.2000 0.5887 3.9761 0.085 0.003 -0.068 -0.2591
H -6.0861 1.2217 6.2545 -0.058 -0.011 -0.046 0.1886
H -4.8553 2.3192 5.6042 -0.005 0.023 -0.015 0.1798
H -6.5311 2.8909 5.8427 0.063 0.037 0.051 0.1658
H -5.6232 3.4501 3.6114 0.058 -0.013 0.013 0.1736
H -6.6104 2.5080 2.4831 0.021 0.042 -0.020 0.1826
H -4.3021 2.5471 1.7176 -0.036 -0.027 -0.030 0.1861
H -4.7566 0.8934 2.1495 -0.030 -0.013 0.043 0.1812
H -2.7390 -0.0436 3.2144 -0.067 -0.087 0.101 0.1802
H -4.1111 0.1126 4.3466 -0.020 0.021 -0.009 0.1761
H -2.5022 0.7010 4.8059 0.007 0.092 -0.027 0.1840



Record 2
77
Properties=species:S:1:pos:R:3:forces:R:3:mulliken_charge:R:1 method="wB97M-V/def2-TZVPD" gap_ev=8.70 largest_force_ev_per_a=3.0 total_energy_ev=-479771.37357 lumo_ev=-3.3 total_charge=+1 homo_ha=-0.4411
Ba -3.4925 -0.6024 0.7113 1.731 0.726 -0.654 1.9011
O -1.1606 -0.2797 -0.3232 -2.755 0.283 1.187 -0.6614
H -0.4461 -0.6517 -0.7920 1.283 -0.433 -0.698 -0.6013
C -1.2214 -3.1562 1.1855 0.836 -0.458 0.406 0.7899
O -2.2844 -2.7486 1.6698 -0.752 0.816 -0.227 -0.9374
N -0.6535 -4.2856 1.5409 0.015 -0.789 0.215 0.1870
C 0.5131 -4.7859 0.8342 0.540 -0.370 0.560 -0.8224
C -1.2244 -5.1802 2.5573 0.211 0.373 -0.052 -1.0588
H -0.5782 -2.6061 0.4948 -0.468 0.456 -0.290 0.1412
H 0.2749 -5.7428 0.3658 -0.004 0.143 -0.196 0.3686
H 1.3266 -4.9699 1.5477 -0.185 0.028 -0.032 0.3682
H 0.9071 -4.0758 0.1134 -0.270 0.115 -0.159 0.0372
H -1.9107 -4.6411 3.2007 -0.138 0.155 -0.184 0.3300
H -1.7438 -6.0144 2.0849 0.098 -0.046 0.052 0.3425
H -0.4113 -5.5280 3.1955 -0.012 -0.199 -0.189 0.3465
C 0.0798 1.8313 -3.2240 -0.301 -0.109 -0.030 0.6057
Br -0.0409 1.0574 -4.9637 0.212 -0.060 -0.368 -0.0642
Br -0.9749 3.4259 -3.1509 -0.068 0.344 0.150 -0.0355
Br 1.8912 2.1384 -2.7106 0.167 0.000 0.200 -0.0259
H -0.3867 1.1464 -2.5297 0.135 -0.118 0.176 -0.5072
C -0.9877 -2.7799 -2.8654 0.271 -0.185 -0.556 1.3374
Br 0.8029 -3.0023 -3.5102 0.244 -0.048 0.096 -0.0072
Br -1.8155 -4.4623 -2.4985 -0.111 -0.284 0.321 -0.0667
Br -2.0195 -1.7831 -4.1082 -0.490 0.218 -0.182 -0.0509
H -0.9329 -2.2048 -1.9689 -0.096 0.203 0.552 -1.0569
C 1.5099 -0.8271 2.0513 -0.407 0.033 -0.023 -1.1482
C 1.9590 -0.3581 0.6814 -1.552 -0.205 -0.124 0.8220
O 3.3525 -0.3562 0.6070 0.505 0.992 0.392 -0.5070
P 4.0876 -1.5187 -0.1154 -0.658 -0.347 -0.184 0.3429
O 5.5119 -1.3716 -0.1005 2.058 0.149 -0.098 -0.8374
O 3.4226 -1.6104 -1.5405 0.063 -0.033 -0.694 0.3523
C 4.1129 -0.9511 -2.6442 -0.699 0.072 -0.012 -0.2710
C 5.0772 -1.8697 -3.3312 -0.127 0.531 -0.743 -1.2781
O 3.5057 -2.7789 0.6131 -0.069 -1.450 0.133 -0.0388
C 4.1945 -4.0750 0.4571 -0.063 0.424 0.591 -0.5256
C 3.9120 -4.7303 -0.8636 -0.436 -0.469 -0.308 -0.7727
H 1.8624 -0.1143 2.7955 -0.001 -0.109 0.151 0.3593
H 0.4162 -0.8943 2.1087 0.137 0.238 -0.109 0.1736
H 1.8953 -1.8188 2.2791 0.205 0.034 -0.004 0.2916
H 1.5539 -0.9730 -0.1301 -0.026 -0.211 0.165 -0.0265
H 1.5743 0.6355 0.4534 0.211 0.208 0.184 0.0521
H 3.3239 -0.6969 -3.3542 -0.083 0.086 0.166 0.2958
H 4.5490 -0.0198 -2.2859 0.205 -0.061 0.007 0.3676
H 5.9575 -2.0917 -2.7446 0.063 -0.247 0.161 0.3020
H 4.5302 -2.7459 -3.6761 0.203 -0.298 0.222 0.2507
H 5.3774 -1.3510 -4.2525 0.204 -0.111 0.196 0.4514
H 5.2559 -3.9076 0.6452 -0.029 0.032 -0.163 0.4612
H 3.8199 -4.6893 1.2769 -0.093 0.145 -0.009 0.3586
H 4.4668 -4.2980 -1.6890 0.017 0.165 -0.062 0.2231
H 4.1352 -5.8037 -0.8382 0.224 0.215 0.187 0.3972
H 2.8417 -4.6789 -1.0867 0.092 0.182 -0.081 0.0884
C 0.2275 4.0413 1.4142 0.400 -0.125 0.894 -1.1453
C -0.7547 2.9129 1.6285 0.327 -0.057 -0.575 0.1236
O -2.0153 3.4431 2.0964 0.625 0.031 0.204 -0.2738
P -3.3551 3.4245 1.3265 0.985 0.562 0.236 0.6422
O -3.7785 2.1133 0.8537 -0.614 -2.338 -0.660 -0.6561
O -4.3308 3.9747 2.3657 -1.565 -0.436 0.554 -0.3541
C -4.0676 5.0481 3.2334 0.374 0.929 1.635 -0.2340
C -3.7425 6.3316 2.5248 0.274 -0.329 -0.324 -0.9023
O -3.2333 4.4975 0.2117 -0.099 0.178 -0.807 -0.0897
C -4.4226 4.7604 -0.5896 -0.553 0.732 0.488 -0.4682
C -4.3987 4.0055 -1.8646 0.431 0.011 -1.239 -0.9351
H 1.0985 3.6551 0.8898 -0.018 0.078 -0.315 0.3493
H -0.2273 4.8714 0.8876 -0.011 0.005 -0.335 0.2924
H 0.6165 4.4202 2.3675 -0.259 -0.002 -0.099 0.3387
H -0.8689 2.3491 0.6938 -0.349 0.045 0.147 0.0900
H -0.4258 2.2092 2.3896 0.075 0.031 0.071 0.1820
H -4.9377 5.1704 3.8738 -0.269 -0.117 -0.214 0.3766
H -3.2591 4.7866 3.9234 0.076 -0.193 -0.246 0.2422
H -2.8364 6.1900 1.9353 -0.077 0.207 -0.102 0.2057
H -4.5744 6.5892 1.8725 0.068 0.359 -0.039 0.2250
H -3.5292 7.1074 3.2498 -0.232 0.218 0.104 0.4193
H -5.3535 4.5790 -0.0345 0.409 -0.278 0.263 0.4180
H -4.4106 5.8387 -0.7431 0.119 -0.022 -0.169 0.4108
H -3.6232 4.4203 -2.5145 -0.002 -0.176 0.062 0.1094
H -4.1856 2.9483 -1.7345 -0.048 -0.075 0.162 0.2180
H -5.3277 4.1088 -2.4294 -0.102 0.033 0.268 0.3717



Record 3
63
Properties=species:S:1:pos:R:3:forces:R:3:nbo_charge:R:1 method="wB97M-V/def2-TZVPD" e_above_lowest_kcal_mol=0.00 gap_ev=4.38 largest_force_ev_per_a=2.0 total_energy_ev=-118792.73831 lumo_ev=-11.0 total_charge=+3 homo_ha=-0.5662
Bi -0.4691 -0.0239 1.1745 1.218 -0.062 -0.288 1.1655
P -3.1214 -0.1416 0.9205 -0.515 0.029 0.159 0.9711
P 0.2122 -2.7794 1.3134 -0.262 -1.568 0.257 0.8750
P 0.0030 2.7484 1.2453 -0.419 1.940 0.105 0.8657
H 2.3743 -0.9011 -0.6619 0.406 0.578 0.159 0.1966
C 2.6857 0.0695 -0.2345 -0.322 0.024 0.843 -0.4517
C 3.4134 0.1322 0.8949 -1.059 -0.157 -0.092 -0.3439
H 3.6882 -0.7967 1.4197 0.217 0.662 -0.287 0.2160
C -3.2647 -0.1776 -0.8876 0.375 0.024 -0.548 -0.9898
C -3.7428 -1.6793 1.6817 -0.075 -0.293 0.301 -0.9621
C -3.8569 1.3768 1.6227 -0.102 0.240 0.280 -0.9602
C 1.9205 -3.3970 1.3543 0.307 0.498 0.116 -0.9323
C -0.6227 -3.7772 2.5928 -0.112 0.130 0.241 -0.9495
C -0.4322 -3.4674 -0.2531 -0.172 0.421 -0.358 -0.9520
C 1.6611 3.5092 1.2591 0.280 -0.570 0.146 -0.9267
C -0.9002 3.7043 2.5159 -0.104 -0.122 0.253 -0.9460
C -0.7108 3.3676 -0.3295 -0.127 -0.446 -0.272 -0.9529
H 2.3011 0.9754 -0.7346 0.469 -0.513 0.099 0.2077
H 3.6165 1.1002 1.3742 0.294 -0.573 -0.272 0.2170
H -4.2915 -0.2286 -1.2846 0.213 0.021 0.433 0.3156
H -2.6902 -1.0215 -1.3135 -0.314 0.105 0.350 0.2862
H -2.7722 0.7111 -1.3253 -0.328 -0.120 0.327 0.2814
H -4.8221 -1.8375 1.5234 0.323 0.225 -0.009 0.3095
H -3.5411 -1.6949 2.7664 -0.221 0.291 -0.326 0.2657
H -3.2099 -2.5624 1.2917 -0.173 0.455 -0.215 0.2696
H -4.9481 1.4346 1.4818 0.332 -0.175 -0.017 0.3088
H -3.4049 2.2805 1.1823 -0.147 -0.473 -0.209 0.2691
H -3.6389 1.4617 2.7007 -0.199 -0.335 -0.296 0.2643
H 1.9356 -4.4543 1.0509 -0.013 0.313 0.123 0.2844
H 2.3187 -3.2839 2.3699 -0.041 -0.152 -0.194 0.2657
H 2.5524 -2.8005 0.6863 -0.089 -0.286 0.025 0.2570
H -0.7448 -4.8103 2.2403 0.137 0.194 0.213 0.2841
H -1.6139 -3.3748 2.8352 0.175 -0.144 -0.091 0.2331
H -0.0208 -3.7509 3.5130 -0.165 -0.189 -0.239 0.2653
H -0.1390 -4.5276 -0.3381 -0.137 0.391 0.087 0.2884
H -0.0168 -2.9134 -1.1120 -0.120 -0.239 0.212 0.2676
H -1.5316 -3.3863 -0.2996 0.388 -0.115 0.015 0.2432
H 1.5810 4.5688 0.9636 0.008 -0.418 0.139 0.2854
H 2.3222 2.9649 0.5717 -0.134 0.328 0.078 0.2586
H 2.0827 3.4182 2.2698 -0.057 0.177 -0.263 0.2644
H -0.9560 4.7662 2.2160 0.065 -0.424 0.227 0.2862
H -0.3707 3.6082 3.4788 -0.189 0.221 -0.314 0.2585
H -1.9208 3.3137 2.6555 0.334 0.239 -0.087 0.2357
H -0.5031 4.4518 -0.4248 -0.119 -0.557 0.092 0.2886
H -1.8043 3.1980 -0.3568 0.475 0.169 0.002 0.2407
H -0.2656 2.8258 -1.1869 -0.182 0.352 0.315 0.2747
C 1.1790 0.1260 -4.1106 1.419 -0.275 -0.520 -0.1746
C 2.4589 -0.1562 -3.6088 -0.579 0.235 0.619 -0.2401
C 3.5885 -0.0772 -4.4125 -0.408 -0.070 -0.309 -0.1923
C 3.4532 0.2031 -5.7812 0.144 -0.030 0.436 -0.1723
C 2.1825 0.3837 -6.3319 0.053 -0.232 0.861 -0.1759
C 1.0388 0.3357 -5.5053 -0.386 0.190 0.600 -0.2176
Se -0.2904 0.2600 -2.7993 -0.136 -0.172 0.104 0.0864
H 0.3315 0.0672 -1.3842 0.072 0.075 -1.574 -0.0111
H 2.5343 -0.4071 -2.5415 0.283 0.194 -0.831 0.1857
H 4.5548 -0.2426 -3.9462 -0.038 -0.012 -0.266 0.2353
H 4.3590 0.2698 -6.3924 -0.487 -0.019 0.121 0.2475
H 2.0989 0.5636 -7.4001 -0.241 -0.034 0.226 0.2515
H 0.0541 0.4741 -5.9561 0.279 0.065 0.148 0.2367
N -0.4662 0.0004 3.7380 -0.337 -0.166 -1.966 -1.0459
H 0.0238 -0.8527 4.0198 -0.288 0.423 0.302 0.4331
H -1.4644 0.0003 3.9785 0.745 0.015 0.483 0.4219
H 0.0222 0.8529 4.0102 -0.216 -0.282 0.348 0.4324